A structure of composition C31H26CoN3O4. Source: the Open Molecules 2025 dataset; level of theory: wB97M-V/def2-TZVPD.

Computed properties:
DFT total energy: -82852.7863 eV
⟨S²⟩: 3.763
Molar mass: 563.5 g mol⁻¹
Largest force on an atom: 2.1 eV/A
Kohn-Sham gap (alpha / beta): 6.73 / 6.69 eV
HOMO (alpha / beta): -10.39 / -10.43 eV
Total charge: +1
Multiplicity: 4

CARTESIAN COORDINATES (ANGSTROEM)
1 Co 0.3710 -0.7286 0.6673
2 C -1.7142 -4.2365 -1.1671
3 O -1.4756 -4.3993 0.2548
4 C -0.8788 -3.2905 0.6603
5 N -0.6772 -2.3594 -0.1973
6 C -1.2628 -2.7801 -1.4696
7 C -0.3620 -2.6601 -2.6748
8 C -0.9461 -2.7972 -3.9320
9 C -0.1775 -2.6904 -5.0783
10 C 1.1818 -2.4254 -4.9770
11 C 1.7659 -2.2901 -3.7278
12 C 0.9994 -2.4167 -2.5777
13 C -0.5273 -3.0393 2.0603
14 C -1.0615 -3.6860 3.1590
15 C -0.7665 -3.1880 4.4213
16 C 0.0311 -2.0580 4.5372
17 C 0.5359 -1.4802 3.3874
18 N 0.2854 -1.9814 2.1691
19 C 1.3577 -0.2688 3.2885
20 N 1.5377 0.2736 2.1404
21 C 2.5278 1.3421 2.3059
22 C 2.5993 1.4767 3.8473
23 O 1.9584 0.2721 4.3373
24 C 2.1978 2.6356 1.6080
25 C 0.8939 2.9698 1.2746
26 C 0.6213 4.1591 0.6148
27 C 1.6506 5.0365 0.3113
28 C 2.9534 4.7242 0.6758
29 C 3.2264 3.5236 1.3112
30 H -2.7704 -4.4100 -1.3561
31 H -1.1177 -4.9734 -1.7023
32 H -2.1316 -2.1378 -1.6452
33 H -2.0131 -2.9796 -4.0081
34 H -0.6390 -2.8074 -6.0500
35 H 1.7812 -2.3219 -5.8717
36 H 2.8249 -2.0808 -3.6482
37 H 1.4638 -2.3193 -1.6057
38 H -1.7059 -4.5427 3.0188
39 H -1.1722 -3.6652 5.3023
40 H 0.2474 -1.6245 5.5040
41 H 3.4776 0.9740 1.9064
42 H 2.0325 2.3366 4.2049
43 H 3.6119 1.5166 4.2375
44 H 0.0922 2.2899 1.5309
45 H -0.3975 4.3973 0.3350
46 H 1.4430 5.9604 -0.2122
47 H 3.7585 5.4131 0.4573
48 H 4.2502 3.2738 1.5691
49 C -3.2289 1.6298 1.1065
50 C -1.9909 1.0436 0.4769
51 O -1.3739 0.1994 1.1601
52 C -1.5900 1.4763 -0.8444
53 C -2.4365 2.3254 -1.5903
54 C -2.1095 2.7499 -2.8497
55 C -0.8830 2.3605 -3.4081
56 C -0.0181 1.5615 -2.7094
57 C -0.3346 1.0780 -1.4162
58 O 0.5328 0.3269 -0.8152
59 H -3.3701 1.1789 2.0849
60 H -4.1011 1.4249 0.4857
61 H -3.1346 2.7107 1.2175
62 H -3.3769 2.6474 -1.1636
63 H -2.7884 3.3801 -3.4072
64 H -0.6168 2.6994 -4.4015
65 H 0.9390 1.2711 -3.1230

Force components x, y, z for each atom (eV/Å):
0.0 0.9 -0.7
0.0 0.2 -0.3
-0.1 -0.2 0.5
-0.1 0.4 -1.1
0.2 -0.7 0.3
-0.1 -0.1 -0.1
0.0 0.1 0.0
0.0 0.0 0.1
0.0 0.0 0.0
0.0 0.0 0.0
0.1 0.0 0.0
-0.1 -0.1 0.0
0.3 0.1 0.4
0.0 -0.2 0.0
0.1 0.0 -0.2
0.1 0.0 0.3
-0.1 -0.5 -0.3
-0.8 -0.9 1.7
0.4 0.8 -0.6
0.1 -0.4 0.4
0.1 0.2 0.2
0.1 0.3 -0.2
-0.2 -0.4 0.3
0.0 0.0 -0.1
0.0 0.0 0.1
0.0 0.0 0.0
0.0 0.0 0.0
0.0 0.0 0.0
0.0 0.0 0.0
0.0 0.0 0.1
0.0 0.0 0.1
0.0 0.0 0.0
0.0 0.0 0.0
0.0 0.0 0.0
0.0 0.0 0.0
0.0 0.0 0.0
0.0 0.1 0.0
0.0 0.0 0.0
0.0 0.0 0.0
0.0 0.0 0.0
0.0 0.0 0.0
0.0 -0.1 0.0
0.0 -0.1 0.0
0.0 0.0 -0.1
0.0 0.0 0.0
0.0 0.0 0.0
0.0 0.0 0.0
0.0 0.0 0.0
0.0 -0.1 0.0
-0.1 0.0 -0.1
-0.1 0.1 0.2
0.4 -0.3 0.1
-0.1 0.1 -0.1
-0.2 0.1 0.1
0.1 -0.1 0.1
0.1 0.0 0.0
-0.3 0.2 -0.1
0.4 0.6 -0.9
0.0 0.0 0.0
0.0 0.1 0.0
0.0 0.0 -0.1
0.0 0.0 0.0
0.0 0.0 0.0
0.0 0.0 0.0
0.0 0.0 0.0

A structure of composition C31H26F4NO5OsS2. Source: the Open Molecules 2025 dataset; level of theory: wB97M-V/def2-TZVPD.

Computed properties:
DFT total energy: -79308.7734 eV
⟨S²⟩: 6.052
Molar mass: 822.9 g mol⁻¹
Largest force on an atom: 0.6 eV/A
Relative energy (zero: lowest compared OMol25 entry of this formula, charge and spin): 0.41 kcal per mole
Kohn-Sham gap (alpha / beta): 5.35 / 6.19 eV
HOMO (alpha / beta): -2.84 / -5.67 eV
Total charge: -1
Multiplicity: 5

CARTESIAN COORDINATES (ANGSTROEM)
1 Os -0.1635 0.3628 0.2045
2 S 1.7662 1.1669 1.2720
3 C 1.3235 2.7275 1.9002
4 C 2.2884 3.4802 2.5819
5 C 1.9802 4.7183 3.0998
6 C 0.6954 5.2494 2.9547
7 C -0.2647 4.5231 2.2887
8 C 0.0345 3.2606 1.7576
9 S -1.1893 2.3901 0.9212
10 H 3.2846 3.0737 2.6957
11 H 2.7427 5.2818 3.6228
12 H 0.4589 6.2247 3.3590
13 H -1.2644 4.9149 2.1563
14 C -6.2399 -3.6015 2.2484
15 C -5.7761 -3.8051 0.8104
16 C -6.9711 -3.7328 -0.1319
17 C -6.5388 -3.9570 -1.5669
18 C -5.4512 -2.9847 -1.9300
19 C -5.2990 -2.5746 -3.2632
20 C -4.3078 -1.6696 -3.5715
21 F -4.1774 -1.2788 -4.8643
22 C -3.4519 -1.1437 -2.6347
23 C -3.5883 -1.5413 -1.2893
24 C -2.7170 -1.0556 -0.2891
25 O -1.8082 -0.1384 -0.6806
26 C -2.8026 -1.5682 1.0208
27 C -3.8128 -2.4386 1.3119
28 N -4.7693 -2.8152 0.4082
29 C -4.6192 -2.4671 -0.9491
30 C -1.8393 -1.2867 2.1404
31 O -2.0591 -1.7226 3.2588
32 O -0.7834 -0.5915 1.8583
33 H -7.0897 -4.2582 2.4377
34 H -6.5598 -2.5700 2.4018
35 H -5.4768 -3.8360 2.9857
36 H -5.3300 -4.8073 0.7185
37 H -7.4381 -2.7482 -0.0298
38 H -7.7046 -4.4782 0.1812
39 H -7.3827 -3.8361 -2.2499
40 H -6.1843 -4.9871 -1.6878
41 H -5.9525 -2.9519 -4.0378
42 H -2.6766 -0.4468 -2.9137
43 H -3.8693 -2.8430 2.3067
44 F 0.1848 -2.5132 0.0014
45 C 0.9154 -1.4080 -0.3164
46 F 2.1130 -1.5822 0.3099
47 F 1.1859 -1.5408 -1.6375
48 C 2.2233 2.6214 -7.5589
49 C 1.7989 2.5364 -6.1185
50 C 0.5952 3.0807 -5.6938
51 C 0.1886 3.0043 -4.3656
52 C -1.1174 3.6186 -3.9450
53 C 1.0061 2.3409 -3.4515
54 C 2.2189 1.7732 -3.8533
55 C 3.1105 1.0534 -2.8793
56 C 2.6006 1.8942 -5.1832
57 C 0.5869 2.2696 -2.0035
58 O 0.3961 3.2790 -1.3507
59 O 0.4702 1.0446 -1.5809
60 H 1.5777 3.2977 -8.1190
61 H 2.1784 1.6425 -8.0412
62 H 3.2496 2.9814 -7.6483
63 H -0.0468 3.5789 -6.4128
64 H -1.7136 3.8785 -4.8194
65 H -0.9501 4.5157 -3.3482
66 H -1.6977 2.9339 -3.3252
67 H 3.2149 1.6042 -1.9431
68 H 4.1019 0.9086 -3.3092
69 H 2.6920 0.0817 -2.6215
70 H 3.5490 1.4698 -5.4959

Force components x, y, z for each atom (eV/Å):
0.0 0.6 0.1
0.0 0.0 -0.1
0.0 0.1 0.1
0.0 0.0 0.0
0.0 0.1 0.0
0.0 0.0 0.0
0.0 0.0 0.0
0.1 0.0 0.0
0.1 -0.4 -0.2
0.0 0.0 0.0
0.0 0.0 0.0
0.0 0.0 0.0
0.0 0.0 0.0
0.0 0.0 0.0
0.0 0.0 0.0
0.0 0.0 0.1
0.0 0.0 0.0
0.0 0.0 0.0
0.0 0.0 0.0
0.0 0.0 0.0
0.0 0.0 0.0
0.0 0.0 0.0
-0.1 -0.1 0.0
-0.1 0.0 0.0
0.0 0.0 -0.2
-0.2 -0.2 0.0
0.1 0.1 0.0
0.0 0.0 0.0
0.0 0.0 -0.1
-0.2 -0.2 0.0
0.0 0.0 -0.1
0.2 0.1 0.1
0.0 0.0 0.0
0.0 0.0 0.0
0.0 0.0 0.0
0.0 0.0 0.0
0.0 0.0 0.0
0.0 0.0 0.0
0.0 0.0 0.0
0.0 0.0 0.0
0.0 0.0 0.0
0.0 0.0 0.0
0.0 0.0 0.0
0.0 0.0 0.0
0.2 -0.2 0.1
0.0 0.0 0.0
0.0 0.0 0.0
0.0 0.0 -0.1
0.0 0.0 0.0
0.0 0.0 0.0
0.0 -0.1 0.0
0.0 0.0 0.0
0.0 0.0 0.0
0.0 0.1 0.0
0.0 0.0 0.0
0.0 0.0 0.0
0.1 0.3 0.0
0.0 0.0 0.0
-0.2 -0.3 0.0
0.0 0.0 0.0
0.0 0.0 0.0
0.0 0.0 0.0
0.0 0.0 0.0
0.0 0.0 0.0
0.0 0.0 0.0
0.0 0.0 0.0
0.0 0.0 0.0
0.0 0.0 0.0
0.0 0.0 0.0
0.0 0.0 0.0

A structure of composition C31H26GeN4O5S2V. Source: the Open Molecules 2025 dataset; level of theory: wB97M-V/def2-TZVPD.

Computed properties:
DFT total energy: -152643.3370 eV
⟨S²⟩: 0.757
Molar mass: 722.3 g mol⁻¹
Largest force on an atom: 1.3 eV/A
Relative energy (zero: lowest compared OMol25 entry of this formula, charge and spin): 9.43 kcal per mole
Kohn-Sham gap (alpha / beta): 7.36 / 6.58 eV
HOMO (alpha / beta): -7.85 / -7.28 eV
Total charge: 0
Multiplicity: 2

CARTESIAN COORDINATES (ANGSTROEM)
1 V -0.4412 0.2380 -2.0077
2 S -1.0050 -2.0774 -1.8837
3 C 0.5875 -2.4486 -1.3891
4 S 1.4704 -0.9148 -1.0943
5 C 1.1799 -3.6727 -1.3292
6 C 2.5651 -3.8457 -1.1028
7 N 3.6952 -3.9728 -0.9448
8 C 0.4054 -4.8393 -1.5639
9 N -0.2351 -5.7785 -1.7248
10 C -1.7667 4.0393 -1.4695
11 C -1.6650 3.2351 -2.7112
12 N -0.8967 2.1679 -2.8719
13 C -1.0779 1.7495 -4.1726
14 C -1.9546 2.5886 -4.8014
15 N -2.3108 3.5185 -3.8568
16 C -2.5439 2.6730 -6.1633
17 O -2.1199 1.7987 -7.0416
18 O -3.3623 3.5331 -6.3912
19 C -0.3201 0.5708 -4.6888
20 O -0.4084 0.2750 -5.8810
21 O 0.3655 -0.0155 -3.7965
22 H -1.2514 3.5172 -0.6657
23 H -2.8055 4.1997 -1.1835
24 H -1.2987 5.0153 -1.6025
25 H -2.9502 4.2753 -4.0548
26 H -1.4200 1.1806 -6.6543
27 C -3.1577 1.4973 1.1185
28 C -2.6898 0.6901 -0.0489
29 C -3.6554 -0.2167 -0.7455
30 O -1.5020 0.7431 -0.4053
31 H -3.4289 0.8108 1.9210
32 H -4.0604 2.0499 0.8539
33 H -2.3775 2.1647 1.4696
34 H -4.6640 -0.1276 -0.3524
35 H -3.2990 -1.2453 -0.6275
36 H -3.6519 -0.0042 -1.8190
37 C 2.6165 3.6786 2.1377
38 C 1.7150 3.4135 1.1175
39 C 1.3635 2.1072 0.8253
40 C 1.9092 1.0442 1.5392
41 C 2.8187 1.3238 2.5564
42 C 3.1674 2.6317 2.8573
43 Ge 1.4208 -0.8136 1.1976
44 C 2.7846 -2.0176 1.8587
45 C 2.4444 -3.1001 2.6631
46 C 3.4261 -3.9502 3.1481
47 C 4.7552 -3.7166 2.8405
48 C 5.1058 -2.6369 2.0447
49 C 4.1248 -1.7960 1.5534
50 C -0.3080 -1.2443 1.9906
51 C -1.0313 -2.3965 1.6901
52 C -2.1915 -2.7023 2.3819
53 C -2.6280 -1.8794 3.4078
54 C -1.9064 -0.7427 3.7332
55 C -0.7617 -0.4223 3.0192
56 H 2.8943 4.6980 2.3644
57 H 1.2946 4.2274 0.5439
58 H 0.6622 1.9144 0.0182
59 H 3.2658 0.5131 3.1195
60 H 3.8754 2.8307 3.6496
61 H 1.4073 -3.2873 2.9137
62 H 3.1519 -4.7950 3.7635
63 H 5.5206 -4.3827 3.2132
64 H 6.1407 -2.4658 1.7881
65 H 4.4062 -0.9705 0.9103
66 H -0.6923 -3.0690 0.9163
67 H -2.7408 -3.5987 2.1331
68 H -3.5207 -2.1330 3.9620
69 H -2.2326 -0.1053 4.5429
70 H -0.2070 0.4707 3.2815

Force components x, y, z for each atom (eV/Å):
0.1 0.4 -0.4
-0.1 -0.4 0.2
-0.1 0.2 -0.1
0.3 -0.3 0.3
-0.2 0.2 0.0
0.3 0.1 0.1
0.3 -0.1 0.1
-0.1 -0.1 0.0
-0.2 -0.2 0.0
0.0 0.0 0.1
0.0 0.0 0.1
-0.2 -0.1 0.1
-0.2 0.3 -0.4
0.0 0.0 0.0
0.2 -0.3 0.0
0.1 -0.1 -0.1
-0.2 0.2 0.0
-0.1 0.1 0.0
-0.2 0.2 -0.5
0.1 0.0 0.1
0.3 -0.2 0.2
0.0 0.0 0.0
0.0 0.0 0.0
0.0 0.0 0.0
0.0 0.0 0.0
0.0 -0.1 0.1
0.1 -0.1 -0.2
0.5 -0.2 0.1
0.1 0.1 0.0
-1.2 0.3 0.5
0.0 -0.1 0.1
0.0 0.0 0.0
0.1 0.0 0.0
0.0 0.0 0.0
0.0 0.1 0.0
0.0 0.0 0.1
0.0 0.0 0.0
0.0 0.1 0.0
-0.2 -0.1 -0.2
0.0 -0.2 0.0
0.0 -0.1 0.1
0.0 0.0 0.0
0.1 0.0 0.0
-0.1 0.1 0.0
-0.1 0.0 0.0
0.0 0.0 0.0
0.0 0.0 0.0
0.0 0.0 0.0
0.0 0.1 -0.1
0.1 0.0 -0.1
0.1 0.0 -0.1
0.0 -0.1 0.0
-0.1 0.0 0.1
-0.1 0.1 0.0
0.1 0.1 0.0
0.0 0.1 0.0
0.0 0.1 0.0
0.1 0.0 0.1
0.0 0.0 0.0
0.0 0.0 0.0
0.0 0.0 0.0
0.0 0.0 0.0
0.0 0.0 0.0
0.1 0.0 0.0
0.0 0.0 0.0
0.0 -0.1 -0.1
0.0 -0.1 0.0
-0.1 0.0 0.0
0.0 0.0 0.1
0.0 0.1 0.0

A structure of composition C31H26IN3O5PtS. Source: the Open Molecules 2025 dataset; level of theory: wB97M-V/def2-TZVPD.

Computed properties:
DFT total energy: -69458.4294 eV
Molar mass: 874.6 g mol⁻¹
Largest force on an atom: 0.3 eV/A
Relative energy (zero: lowest compared OMol25 entry of this formula, charge and spin): 9.00 kcal per mole
Kohn-Sham gap: 6.92 eV
HOMO: -7.68 eV
Total charge: 0
Multiplicity: 1

CARTESIAN COORDINATES (ANGSTROEM)
1 Pt 0.2241 -0.0574 -0.0216
2 C 6.2680 3.5834 -6.5098
3 O 6.8391 4.4703 -5.5659
4 C 6.0679 4.8634 -4.5209
5 C 4.7403 4.4846 -4.3412
6 C 4.0410 4.9204 -3.2250
7 C 4.6512 5.7461 -2.2923
8 C 5.9583 6.1767 -2.5161
9 C 6.6732 5.7215 -3.6031
10 N 3.9797 6.3501 -1.1826
11 N 3.1781 5.7437 -0.4599
12 C 2.9924 4.3315 -0.5006
13 C 4.0072 3.4036 -0.5868
14 C 3.7667 2.0270 -0.5350
15 C 2.4781 1.5392 -0.3935
16 O 2.1717 0.2642 -0.4069
17 C 1.4365 2.4927 -0.2202
18 N 0.1817 1.9722 -0.0301
19 C -0.8514 2.7861 0.0392
20 C -0.6994 4.1811 0.0034
21 C 0.5468 4.7268 -0.1345
22 C 1.6683 3.8779 -0.2741
23 H 7.0513 3.3664 -7.2304
24 H 5.4206 4.0434 -7.0246
25 H 5.9446 2.6538 -6.0347
26 H 4.2391 3.8547 -5.0609
27 H 3.0082 4.6212 -3.1041
28 H 6.3996 6.8714 -1.8137
29 H 7.6939 6.0327 -3.7764
30 H 5.0291 3.7418 -0.6970
31 H 4.5839 1.3239 -0.6167
32 H -1.8334 2.3350 0.1075
33 H -1.5806 4.8004 0.0870
34 H 0.6968 5.7974 -0.1531
35 C -3.0660 -6.2738 0.8513
36 C -2.8588 -4.7873 0.8164
37 C -3.5163 -3.9964 -0.1173
38 C -3.2521 -2.6372 -0.2155
39 C -2.3327 -2.0760 0.6520
40 C -1.6672 -2.8388 1.6039
41 C -1.9447 -4.1872 1.6841
42 S -1.9345 -0.3664 0.4056
43 C -2.3001 0.2833 2.0311
44 O -2.8925 0.2257 -0.5329
45 H -4.0099 -6.5559 0.3872
46 H -3.0544 -6.6537 1.8723
47 H -2.2592 -6.7694 0.3073
48 H -4.2287 -4.4482 -0.7964
49 H -3.7351 -2.0203 -0.9614
50 H -0.9096 -2.4019 2.2401
51 H -1.4124 -4.7962 2.4030
52 H -3.2918 -0.0710 2.3052
53 H -2.2834 1.3694 1.9711
54 H -1.5463 -0.0668 2.7327
55 I -2.7431 -2.6310 -6.2405
56 C -1.6928 -2.7353 -4.4389
57 C -1.0398 -1.6140 -3.9588
58 C -0.3557 -1.6868 -2.7519
59 C -0.3214 -2.8658 -2.0199
60 C -0.9592 -3.9907 -2.5401
61 C -1.6498 -3.9331 -3.7370
62 C 0.3628 -3.0415 -0.6783
63 O 0.6259 -4.1680 -0.3043
64 O 0.6233 -2.0074 0.0772
65 H -1.0596 -0.6868 -4.5145
66 H 0.1707 -0.8058 -2.4062
67 H -0.9068 -4.9115 -1.9752
68 H -2.1482 -4.8120 -4.1227

Force components x, y, z for each atom (eV/Å):
-0.1 0.1 0.1
0.0 0.0 0.0
0.0 0.0 0.0
0.0 0.0 0.0
0.0 0.0 0.0
0.0 0.1 -0.1
0.2 0.0 -0.1
-0.1 -0.1 0.0
0.0 0.0 0.0
-0.2 0.1 -0.1
0.1 0.1 0.2
-0.1 -0.1 0.0
0.0 0.0 0.1
0.0 0.0 0.0
0.0 0.0 0.1
0.0 0.0 0.1
0.0 0.0 0.0
-0.2 0.0 -0.3
0.0 0.0 0.0
0.0 0.0 0.0
0.0 0.0 0.0
0.0 0.0 0.0
0.0 0.0 0.0
0.0 0.0 0.0
0.0 0.0 0.0
0.0 0.0 0.0
0.0 0.0 0.0
0.0 0.0 0.0
0.0 0.0 0.0
0.0 0.0 0.0
0.0 0.0 0.0
0.1 0.0 -0.1
0.0 0.0 0.0
0.0 0.0 0.0
0.0 0.0 0.0
0.0 0.0 0.0
0.0 0.0 0.0
0.0 0.0 0.0
0.0 0.0 -0.2
-0.1 0.1 0.1
0.0 0.0 0.0
0.0 -0.1 0.2
0.0 -0.1 0.0
0.0 0.0 0.0
0.0 0.0 0.0
0.0 0.0 0.0
0.0 0.0 0.0
0.0 0.0 0.0
0.0 0.0 0.0
0.0 0.0 0.0
0.0 0.0 0.0
0.0 0.0 0.0
0.1 0.0 0.0
0.0 0.0 0.0
0.0 0.0 0.0
0.0 0.0 0.0
0.0 0.0 0.0
0.1 0.0 0.0
0.0 0.0 0.0
0.0 0.0 0.0
0.0 0.0 0.0
0.0 0.0 0.0
0.0 0.0 0.0
0.1 0.0 0.0
0.0 0.0 0.0
0.0 0.0 0.0
0.0 0.0 0.0
0.0 0.0 0.0